one) # C4H6OS

The molecule C4H6OS (ωB97M-V/def2-TZVPD, the OMol25 dataset).

Properties
HOMO level (eV): -8.75
LUMO (eV): -0.768
Kohn-Sham gap (eV): 7.98
Spin multiplicity: 1
SMILES: CC(=O)C(C)=S

XYZ file:
```
12
Properties=species:S:1:pos:R:3:mulliken_charge:R:1
C -0.908 1.252 0.501 -0.89
C 0.542 0.920 0.059 0.44
O 1.378 1.755 -0.182 -0.50
C 0.926 -0.537 0.017 0.34
C -0.054 -1.585 -0.553 -0.98
S 2.406 -0.871 0.435 -0.21
H -1.175 2.237 -0.060 0.26
H -1.578 0.331 0.276 0.29
H -0.860 1.690 1.485 0.32
H 0.466 -2.307 -1.197 0.35
H -0.457 -2.058 0.341 0.30
H -0.686 -0.825 -1.122 0.26
```

two) # C4H6OS

The molecule C4H6OS (ωB97M-V/def2-TZVPD, the OMol25 dataset).

Properties
HOMO level (eV): -8.89
LUMO (eV): -0.800
Kohn-Sham gap (eV): 8.09
Spin multiplicity: 1
SMILES: CC(=O)C(C)=S

XYZ file:
```
12
Properties=species:S:1:pos:R:3:mulliken_charge:R:1
C -1.605 -1.155 0.571 -1.02
C -1.023 0.065 -0.154 0.55
O -1.641 0.875 -0.763 -0.49
C 0.454 0.342 0.044 0.31
C 0.837 1.659 0.513 -0.99
S 1.500 -0.880 -0.253 -0.22
H -2.246 -0.755 1.345 0.28
H -0.941 -1.893 1.007 0.38
H -2.363 -1.706 -0.052 0.29
H 1.085 1.564 1.613 0.26
H 1.667 2.115 0.018 0.32
H -0.053 2.287 0.381 0.33
```

three) # C4H6OS

The molecule C4H6OS (ωB97M-V/def2-TZVPD, the OMol25 dataset).

Properties
HOMO level (spin up / spin down) (eV): -8.13 / -8.13
LUMO (spin up / spin down) (eV): 0.217 / 0.217
Kohn-Sham gap (spin up / spin down) (eV): 8.34 / 8.34
Spin multiplicity: 1

XYZ file:
```
12
Properties=species:S:1:pos:R:3:mulliken_charge:R:1
C 2.723 -0.030 0.107 0.28
C 0.852 1.169 -0.160 -0.83
C 0.524 -0.189 0.521 0.38
C -0.671 -0.848 -0.271 -1.06
O 1.852 -0.868 0.621 -0.31
S 4.276 0.161 -0.160 -0.25
H 0.804 2.048 0.468 0.25
H 0.426 1.478 -1.094 0.31
H 0.257 -0.220 1.503 0.32
H -1.307 0.078 -0.359 0.31
H -1.084 -1.708 0.347 0.31
H -0.439 -1.075 -1.364 0.30
```

How far above the most stable structure does each one sit? In eV: one) 0.739; two) 0.000; three) 2.986.

one) # C4H6OS

The molecule C4H6OS (ωB97M-V/def2-TZVPD, the OMol25 dataset).

Properties
HOMO level (eV): -9.34
LUMO (eV): -0.004
Kohn-Sham gap (eV): 9.34
Spin multiplicity: 1
SMILES: C#C[C@@H](O)CS

XYZ file:
```
12
Properties=species:S:1:pos:R:3:mulliken_charge:R:1
C -1.750 -0.067 -2.429 -0.38
C -0.639 -0.164 -1.680 -0.59
C 0.133 -0.581 -0.558 0.50
O 1.556 -0.733 -0.715 -0.54
C -0.216 0.447 0.389 -0.52
S 0.245 0.587 2.050 -0.20
H -2.741 0.342 -2.953 0.33
H -0.275 -1.554 -0.364 0.35
H 2.149 -0.822 0.001 0.33
H -1.307 0.488 0.099 0.33
H 0.369 1.278 -0.037 0.25
H 0.274 -1.068 1.850 0.14
```

two) # C4H6OS

The molecule C4H6OS (ωB97M-V/def2-TZVPD, the OMol25 dataset).

Properties
HOMO level (eV): -9.27
LUMO (eV): -1.020
Kohn-Sham gap (eV): 8.25
Spin multiplicity: 1
SMILES: C=CC(=S)CO

XYZ file:
```
12
Properties=species:S:1:pos:R:3:mulliken_charge:R:1
C -1.004 0.577 2.235 -0.74
C -1.165 0.655 0.913 -0.15
C -0.183 0.177 -0.039 0.50
S -0.315 0.398 -1.663 -0.33
C 1.029 -0.591 0.567 -0.50
O 1.647 -1.413 -0.341 -0.46
H -0.168 0.062 2.635 0.21
H -1.749 0.999 2.903 0.25
H -2.067 1.209 0.572 0.30
H 0.774 -1.193 1.422 0.33
H 1.688 0.141 0.979 0.34
H 1.322 -1.189 -1.224 0.26
```

How far above the most stable structure does each one sit? In eV: one) 4.495; two) 0.000.

one) # C4H6OS

The molecule C4H6OS (ωB97M-V/def2-TZVPD, the OMol25 dataset).

Properties
HOMO level (eV): -9.18
LUMO (eV): -0.299
Kohn-Sham gap (eV): 8.88
Spin multiplicity: 1
SMILES: CC[C@@H]1OC1=S

XYZ file:
```
12
Properties=species:S:1:pos:R:3:mulliken_charge:R:1
C 0.120 1.065 -0.917 -1.06
C 0.823 0.506 0.358 -0.31
C -0.263 -0.447 0.887 0.31
O 0.062 -1.775 1.477 -0.49
C -0.821 -1.540 0.103 -0.02
S -1.586 -2.636 -0.752 -0.31
H 0.100 0.419 -1.810 0.32
H 0.762 1.844 -1.230 0.36
H -0.959 1.417 -0.847 0.31
H 0.990 1.195 1.190 0.24
H 1.817 -0.053 0.158 0.26
H -1.047 0.005 1.384 0.38
```

two) # C4H6OS

The molecule C4H6OS (ωB97M-V/def2-TZVPD, the OMol25 dataset).

Properties
HOMO level (spin up / spin down) (eV): -7.10 / -7.28
LUMO (spin up / spin down) (eV): 0.055 / 0.403
Kohn-Sham gap (spin up / spin down) (eV): 7.16 / 7.68
Spin multiplicity: 1

XYZ file:
```
12
Properties=species:S:1:pos:R:3:mulliken_charge:R:1
C 1.639 0.566 -0.125 0.08
C 0.365 1.079 -0.025 -0.06
C 2.116 -0.731 0.012 -0.80
C -1.751 -0.255 -0.188 -0.10
O -0.899 0.708 0.106 -0.23
S -3.436 0.080 -0.004 -0.20
H 2.412 1.316 -0.475 0.22
H 0.282 2.246 0.084 0.21
H 3.113 -1.210 0.060 0.29
H 1.323 -1.293 0.407 0.20
H -1.371 -1.264 -0.101 0.26
H -3.794 -1.243 0.249 0.14
```

How far above the most stable structure does each one sit? In eV: one) 0.000; two) 1.906.

one) # C4H6OS

The molecule C4H6OS (ωB97M-V/def2-TZVPD, the OMol25 dataset).

Properties
HOMO level (eV): -9.05
LUMO (eV): 0.366
Kohn-Sham gap (eV): 9.41
Spin multiplicity: 1
SMILES: CC[C@@H]1OC1=S

XYZ file:
```
12
Properties=species:S:1:pos:R:3:mulliken_charge:R:1
C 1.238 -0.946 0.006 -1.12
C 0.622 0.517 0.339 -0.38
C -0.635 0.858 -0.491 0.34
O -1.717 1.556 0.126 -0.37
C -1.860 0.224 -0.112 0.02
S -2.939 -0.885 0.081 -0.38
H 0.483 -1.751 0.251 0.29
H 2.071 -1.017 0.647 0.34
H 1.404 -1.193 -1.012 0.38
H 1.522 1.151 0.196 0.31
H 0.323 0.378 1.531 0.22
H -0.511 1.107 -1.560 0.36
```

two) # C4H6OS

The molecule C4H6OS (ωB97M-V/def2-TZVPD, the OMol25 dataset).

Properties
HOMO level (eV): -8.86
LUMO (eV): -0.352
Kohn-Sham gap (eV): 8.51
Spin multiplicity: 1
SMILES: O[C@H]1CCC1=S

XYZ file:
```
12
Properties=species:S:1:pos:R:3:mulliken_charge:R:1
O -0.133 2.047 -0.132 -0.48
C -0.139 0.819 0.457 0.24
C -1.006 -0.334 -0.203 -0.71
C 0.230 -1.270 -0.034 -0.25
C 1.112 -0.075 0.266 -0.15
S 2.631 0.312 -0.032 -0.27
H 0.453 2.043 -0.846 0.28
H -0.556 0.971 1.520 0.29
H -1.170 -0.083 -1.199 0.28
H -1.966 -0.644 0.280 0.26
H 0.140 -1.892 0.848 0.23
H 0.405 -1.893 -0.924 0.27
```

three) # C4H6OS

The molecule C4H6OS (ωB97M-V/def2-TZVPD, the OMol25 dataset).

Properties
HOMO level (eV): -8.95
LUMO (eV): -1.016
Kohn-Sham gap (eV): 7.93
Spin multiplicity: 1
SMILES: CC(=O)C(C)=S

XYZ file:
```
12
Properties=species:S:1:pos:R:3:mulliken_charge:R:1
C 1.368 -1.534 -0.514 -1.09
C 0.181 -0.597 -0.836 0.50
O -0.067 -0.212 -1.960 -0.51
C -0.513 0.218 0.172 0.46
C -1.860 0.783 0.061 -1.11
S 0.441 0.687 1.466 -0.23
H 2.028 -1.149 0.259 0.36
H 1.848 -1.729 -1.499 0.29
H 1.040 -2.487 -0.092 0.31
H -2.482 0.279 -0.586 0.38
H -2.393 0.756 1.029 0.33
H -1.617 1.811 -0.187 0.30
```

How far above the most stable structure does each one sit? In eV: one) 1.112; two) 0.446; three) 0.000.

one) # C5H8O3S

A structure of composition C5H8O3S (ωB97M-V/def2-TZVPD, the OMol25 dataset).

Properties
HOMO level (eV): -9.39
LUMO (eV): 0.656
Kohn-Sham gap (eV): 10.04
Spin multiplicity: 1

XYZ file:
```
17
Properties=species:S:1:pos:R:3:mulliken_charge:R:1
C -0.199 2.352 -0.405 0.04
C -0.141 -0.232 1.129 -1.26
C 1.299 -0.341 1.604 -0.35
C 0.074 0.429 -0.295 0.83
C -0.679 -0.227 -1.394 -1.41
O -1.000 2.874 0.296 -0.43
O 2.311 1.775 -0.018 -0.67
O 2.626 -0.457 -1.043 -0.63
S 1.875 0.353 -0.079 0.95
H 0.346 2.732 -1.191 0.48
H -0.561 -1.156 1.014 0.36
H -0.757 0.359 1.677 0.38
H 1.699 0.270 2.414 0.36
H 1.684 -1.425 1.599 0.29
H -0.178 -0.044 -2.395 0.31
H -1.722 0.239 -1.572 0.32
H -0.840 -1.217 -1.091 0.43
```

two) # C5H8O3S

The molecule C5H8O3S (ωB97M-V/def2-TZVPD, the OMol25 dataset).

Properties
HOMO level (eV): -9.59
LUMO (eV): 0.704
Kohn-Sham gap (eV): 10.30
Spin multiplicity: 1
SMILES: CC1(C)O[C@H](O)SC1=O

XYZ file:
```
17
Properties=species:S:1:pos:R:3:mulliken_charge:R:1
C 0.118 1.825 -0.278 -1.65
C 0.229 0.385 -0.054 1.31
C 1.486 -0.252 -0.591 -1.60
O -0.910 -0.256 -0.530 -0.48
C -1.182 -1.553 0.108 0.20
O -2.522 -1.805 -0.034 -0.46
S -0.775 -1.227 1.902 -0.21
C 0.344 0.061 1.503 0.49
O 1.034 0.649 2.299 -0.54
H -0.927 2.247 -0.284 0.36
H 0.459 2.085 -1.253 0.39
H 0.691 2.526 0.363 0.35
H 1.282 -0.339 -1.666 0.37
H 1.704 -1.260 -0.180 0.37
H 2.215 0.472 -0.405 0.45
H -0.436 -2.277 -0.195 0.35
H -2.810 -1.281 -0.704 0.30
```

How far above the most stable structure does each one sit? In eV: one) 2.650; two) 0.000.

one) # C2H5FNO

A cluster of 2 separate species, C2H5FNO in total (ωB97M-V/def2-TZVPD, the OMol25 dataset).

Properties
HOMO level (eV): -2.10
LUMO (eV): 4.409
Charge: -1
Kohn-Sham gap (eV): 6.51
Spin multiplicity: 1

XYZ file:
```
10
Properties=species:S:1:pos:R:3:mulliken_charge:R:1
C 0.539 0.987 0.054 -1.04
C 0.016 -0.449 0.353 0.26
N -1.184 -0.612 -0.225 -0.01
O -2.095 -1.487 -0.057 -0.80
F 1.465 -1.381 -0.221 -0.67
H -0.314 1.461 -0.362 0.36
H 1.471 0.997 -0.686 0.18
H 0.983 1.483 0.845 0.29
H 0.193 -0.812 1.434 0.25
H -1.075 -0.188 -1.136 0.18
```

two) # C2H5FNO

The ion C2H5FNO with charge -1 (ωB97M-V/def2-TZVPD, the OMol25 dataset).

Properties
HOMO level (eV): -1.75
LUMO (eV): 4.623
Charge: -1
Kohn-Sham gap (eV): 6.37
Spin multiplicity: 1
SMILES: [O-]NCCF

XYZ file:
```
10
Properties=species:S:1:pos:R:3:mulliken_charge:R:1
O -0.115 -1.881 -0.470 -0.73
N 0.386 -0.786 -1.164 -0.31
C 0.531 0.471 -0.206 -0.45
C -0.444 0.271 0.840 -0.28
F -0.217 0.832 2.091 -0.32
H -0.397 -0.339 -1.835 0.13
H 1.622 0.311 0.329 0.15
H 0.507 1.298 -0.930 0.33
H -0.423 -0.814 0.771 0.32
H -1.449 0.638 0.574 0.17
```

How far above the most stable structure does each one sit? In eV: one) 0.000; two) 0.578.

one) # C6H9N3

A cluster of 3 separate species, C6H9N3 in total (ωB97M-V/def2-TZVPD, the OMol25 dataset).

Properties
HOMO level (eV): -11.69
LUMO (eV): 0.590
Kohn-Sham gap (eV): 12.28
Spin multiplicity: 1
SMILES: CC#N.CC#N.CC#N

XYZ file:
```
18
Properties=species:S:1:pos:R:3:mulliken_charge:R:1
C 1.580 -1.572 -0.110 -0.63
C 2.015 -0.707 -1.154 0.44
N 2.276 -0.101 -2.090 -0.43
H 1.174 -1.118 0.809 0.00
H 2.394 -2.227 0.280 0.30
H 0.680 -2.134 -0.409 0.28
C -1.083 1.229 -2.350 -0.85
C -1.554 0.192 -1.531 0.47
N -2.046 -0.673 -0.936 -0.46
H -0.677 2.075 -1.681 0.26
H -1.832 1.580 -2.992 0.34
H -0.278 0.831 -3.003 0.26
C -0.854 0.243 2.487 -0.84
C 0.420 0.870 2.681 0.42
N 1.382 1.533 2.850 -0.41
H -0.741 -0.804 2.425 0.30
H -1.240 0.458 1.488 0.20
H -1.613 0.327 3.235 0.34
```

two) # C6H9N3

The molecule C6H9N3 (ωB97M-V/def2-TZVPD, the OMol25 dataset).

Properties
HOMO level (eV): -8.73
LUMO (eV): 0.583
Kohn-Sham gap (eV): 9.31
Spin multiplicity: 1
SMILES: [H]/N=C/c1c(C)cnn1C

XYZ file:
```
18
Properties=species:S:1:pos:R:3:mulliken_charge:R:1
H -2.722 1.632 -0.533 0.24
N -2.183 0.938 -0.019 -0.58
C -0.950 1.163 -0.058 -0.22
C 0.136 0.096 0.121 0.22
C -0.110 -1.302 0.075 0.67
C -1.453 -1.886 0.195 -1.55
C 1.114 -1.815 -0.107 -0.50
N 2.078 -0.902 -0.064 -0.99
N 1.501 0.310 -0.031 0.74
C 2.030 1.555 -0.073 -0.90
H -0.414 2.020 -0.516 0.30
H -2.135 -1.162 0.424 0.45
H -1.754 -2.253 -0.728 0.35
H -1.454 -2.670 0.894 0.38
H 1.456 -2.808 -0.002 0.49
H 3.043 1.741 0.500 0.27
H 2.178 1.862 -1.074 0.39
H 1.326 2.321 0.472 0.27
```

How far above the most stable structure does each one sit? In eV: one) 0.000; two) 0.917.

one) # C6H9N3

A cluster of 3 separate species, C6H9N3 in total (ωB97M-V/def2-TZVPD, the OMol25 dataset).

Properties
HOMO level (spin up / spin down) (eV): -8.52 / -8.59
LUMO (spin up / spin down) (eV): -1.520 / -0.814
Kohn-Sham gap (spin up / spin down) (eV): 7.00 / 7.78
Spin multiplicity: 1

XYZ file:
```
18
Properties=species:S:1:pos:R:3:mulliken_charge:R:1
C 0.111 -0.019 -0.317 1.17
C 0.198 -1.506 -0.271 -1.56
C -0.450 0.604 -1.565 -1.33
C 0.193 0.700 0.840 0.14
C 0.557 1.469 1.820 -0.89
N -1.873 0.318 1.217 0.04
N -2.411 -0.718 1.311 -0.29
C 2.370 0.536 -0.539 -0.09
N 2.970 0.091 -1.435 -0.49
H -1.947 -1.608 0.985 0.27
H 0.712 -1.876 -1.158 0.42
H -0.817 -1.948 -0.305 0.47
H 0.708 -1.867 0.621 0.35
H -0.580 1.679 -1.457 0.36
H -1.412 0.146 -1.817 0.36
H 0.242 0.413 -2.388 0.40
H -0.148 1.753 2.595 0.33
H 1.577 1.833 1.864 0.34
```

two) # C6H9N3

A structure of composition C6H9N3 (ωB97M-V/def2-TZVPD, the OMol25 dataset).

Properties
HOMO level (eV): -9.46
LUMO (eV): 0.222
Kohn-Sham gap (eV): 9.68
Spin multiplicity: 1

XYZ file:
```
18
Properties=species:S:1:pos:R:3:mulliken_charge:R:1
C 1.786 -0.785 -0.295 -0.67
C 2.720 -0.481 -1.452 0.15
N 3.422 -0.207 -2.328 -0.43
H 0.805 -0.311 -0.279 0.07
H 2.222 -0.493 0.661 0.36
H 1.736 -1.869 -0.398 0.31
C -0.248 -0.933 1.479 -0.75
C -1.287 -1.475 0.636 0.43
N -2.058 -2.000 -0.094 -0.47
H 0.463 -1.730 1.697 0.27
H -0.673 -0.648 2.441 0.36
H 0.089 -0.066 0.911 0.31
C -1.913 2.120 -0.578 -1.03
C -0.668 1.382 -0.478 0.53
N 0.302 0.734 -0.363 -0.38
H -2.690 1.608 -1.147 0.32
H -1.727 3.157 -0.856 0.32
H -2.281 1.996 0.440 0.30
```

How far above the most stable structure does each one sit? In eV: one) 0.945; two) 0.000.